Here is a 2-piece molecular cluster, C8H18N3 overall in a non-equilibrium geometry from OMol25. Energies are from ωB97M-V/def2-TZVPD.

## Properties
Energy above the lowest of the compared OMol25 structures with the same formula, charge and spin: 1.0 kcal/mol
HOMO-LUMO gap: 6.902 eV
E_HOMO: -11.364 eV
Calculated total energy: -13051.2823 eV
Charge: +1

Each atom is followed by the atoms it is bonded to, with distances in Å.
Atoms and positions in Å:
1 C -1.3836 -2.7865 -2.3595  N2 1.463, H5 1.092, H6 1.099, H7 1.100
2 N -0.1193 -2.0507 -2.3403  C1 1.463, C3 1.463, C4 1.303
3 C 1.1440 -2.7882 -2.3585  N2 1.463, H8 1.092, H9 1.100, H10 1.099
4 C -0.1178 -0.7480 -2.3069  N2 1.303, H11 1.092, H12 1.093
5 H -1.1501 -3.8537 -2.3629  C1 1.092
6 H -1.9841 -2.5339 -1.4740  C1 1.099
7 H -1.9734 -2.5295 -3.2513  C1 1.100
8 H 0.9090 -3.8551 -2.3614  C3 1.092
9 H 1.7340 -2.5321 -3.2504  C3 1.100
10 H 1.7444 -2.5354 -1.4730  C3 1.099
11 H 0.8381 -0.2193 -2.3099  C4 1.092
12 H -1.0739 -0.2192 -2.3142  C4 1.093
13 C 0.1521 2.6280 -0.6107  C14 1.512, H20 1.094, H21 1.098, H22 1.096
14 C 0.1096 1.8755 0.7006  C13 1.512, N15 1.281, N19 1.362
15 N 0.0647 0.5957 0.6714  C14 1.281, C16 1.469
16 C 0.0854 -0.1090 1.9605  N15 1.469, C17 1.513, H23 1.095, H24 1.104
17 C -0.3545 0.6997 3.1611  C16 1.513, C18 1.520, H25 1.095, H26 1.093
18 C 0.3048 2.0698 3.1521  C17 1.520, N19 1.455, H27 1.095, H28 1.104
19 N 0.1067 2.6388 1.8282  C14 1.362, C18 1.455, H29 1.009
20 H 0.1292 3.7123 -0.4698  C13 1.094
21 H 1.0559 2.3449 -1.1654  C13 1.098
22 H -0.6944 2.3115 -1.2311  C13 1.096
23 H -0.5767 -0.9712 1.8270  C16 1.095
24 H 1.1065 -0.4808 2.1577  C16 1.104
25 H -1.4404 0.8350 3.1224  C17 1.095
26 H -0.1109 0.1788 4.0902  C17 1.093
27 H -0.1376 2.7356 3.8999  C18 1.095
28 H 1.3808 1.9581 3.3704  C18 1.104
29 H 0.2515 3.6288 1.6977  N19 1.009

Partial charges, Löwdin, in e: atom 1 (C): 0.0068, atom 2 (N): -0.1918, atom 3 (C): 0.0073, atom 4 (C): 0.1763, atom 5 (H): 0.0994, atom 6 (H): 0.1172, atom 7 (H): 0.1170, atom 8 (H): 0.0993, atom 9 (H): 0.1171, atom 10 (H): 0.1174, atom 11 (H): 0.1223, atom 12 (H): 0.1254, atom 13 (C): -0.0187, atom 14 (C): -0.4439, atom 15 (N): 0.0435, atom 16 (C): -0.2397, atom 17 (C): -0.1845, atom 18 (C): -0.1757, atom 19 (N): 0.0440, atom 20 (H): 0.0781, atom 21 (H): 0.0783, atom 22 (H): 0.0716, atom 23 (H): 0.0997, atom 24 (H): 0.1142, atom 25 (H): 0.1185, atom 26 (H): 0.1177, atom 27 (H): 0.1243, atom 28 (H): 0.1257, atom 29 (H): 0.1333